[1]
Below is an isolated molecule of C17H22N2O4S, with properties calculated with ωB97M-V with the def2-TZVPD basis set.

Values from the calculation:
Energy above the lowest of the compared OMol25 structures with the same formula, charge and spin = 205.6 kJ/mol
Highest occupied orbital energy = -8.70 eV
Max |F| = 0.95 eV Å⁻¹
Gap between HOMO and LUMO = 9.24 eV
SMILES string = CCCNS(=O)(=O)c1ccc(CCC(=O)NCc2ccco2)cc1
E = -1469.65455 Ha
2S+1 = 1
Lowest unoccupied orbital energy = 0.54 eV

Last column: natural (NBO) charge in e.
Element x y z (Å)
C1 -4.03 -0.29 -3.36  -0.61
C2 -2.59 -0.30 -2.87  -0.40
C3 -2.47 -0.58 -1.37  -0.24
N1 -2.99 0.52 -0.58  -0.87
S1 -2.63 0.44 1.04  2.31
O1 -2.68 -0.92 1.52  -0.96
O2 -3.45 1.42 1.70  -0.93
C4 -0.92 0.98 1.04  -0.35
C5 -0.01 0.36 1.87  -0.19
C6 1.32 0.75 1.81  -0.16
C7 1.73 1.76 0.95  -0.03
C8 3.18 2.13 0.84  -0.42
C9 3.68 2.02 -0.61  -0.49
C10 3.03 0.84 -1.33  0.69
O3 2.34 0.97 -2.32  -0.62
N2 3.32 -0.37 -0.79  -0.61
C11 2.71 -1.60 -1.25  -0.28
C12 1.84 -2.21 -0.20  0.27
C13 2.14 -3.02 0.85  -0.31
C14 0.92 -3.26 1.53  -0.32
C15 -0.03 -2.58 0.84  0.09
O4 0.52 -1.94 -0.21  -0.41
C16 0.78 2.39 0.15  -0.15
C17 -0.55 2.00 0.19  -0.19
H1 -4.06 -0.16 -4.44  0.22
H2 -4.53 -1.22 -3.11  0.20
H3 -4.59 0.53 -2.91  0.20
H4 -2.03 -1.08 -3.40  0.21
H5 -2.11 0.66 -3.09  0.21
H6 -2.98 -1.52 -1.12  0.19
H7 -1.42 -0.68 -1.10  0.22
H8 -3.98 0.68 -0.71  0.40
H9 -0.35 -0.42 2.53  0.25
H10 2.04 0.26 2.45  0.21
H11 3.77 1.48 1.49  0.20
H12 3.33 3.15 1.19  0.23
H13 4.76 1.91 -0.63  0.23
H14 3.41 2.91 -1.18  0.23
H15 3.86 -0.42 0.06  0.39
H16 3.49 -2.30 -1.55  0.21
H17 2.10 -1.32 -2.12  0.26
H18 3.11 -3.40 1.11  0.22
H19 0.78 -3.86 2.40  0.23
H20 -1.09 -2.45 1.00  0.24
H21 1.08 3.18 -0.51  0.21
H22 -1.29 2.47 -0.43  0.24

***

[2]
Below is a structure of composition C17H22N3O3ReS3 at a distorted geometry, with properties calculated with ωB97M-V with the def2-TZVPD basis set.

Values from the calculation:
Energy above the lowest of the compared OMol25 structures with the same formula, charge and spin = 0.0 kJ/mol
<S²> = 0.89
Highest occupied orbital energy (spin up / spin down) = -17.49 / -17.48 eV
Max |F| = 2.70 eV Å⁻¹
Total charge = +3
Gap between HOMO and LUMO (spin up / spin down) = 5.62 / 4.68 eV
E = -2322.66710 Ha
2S+1 = 2
Lowest unoccupied orbital energy (spin up / spin down) = -11.87 / -12.80 eV

Last column: natural (NBO) charge in e.
Element x y z (Å)
Re1 -1.24 0.82 -0.30  1.53
N1 -1.43 1.73 1.68  -0.79
C1 -0.71 3.06 1.67  -0.25
C2 -0.88 3.72 0.32  -0.25
N2 -0.41 2.75 -0.72  -0.59
C3 -0.67 3.08 -2.16  -0.25
C4 -0.29 1.86 -2.97  -0.25
N3 -1.02 0.64 -2.46  -0.79
H1 -2.40 1.86 1.97  0.44
H2 -1.02 1.14 2.41  0.44
H3 0.34 2.85 1.87  0.23
H4 -1.10 3.68 2.47  0.27
H5 -0.31 4.64 0.25  0.27
H6 -1.93 3.95 0.12  0.23
H7 0.60 2.67 -0.61  0.43
H8 -0.10 3.96 -2.44  0.27
H9 -1.74 3.31 -2.26  0.23
H10 0.78 1.65 -2.87  0.23
H11 -0.52 2.00 -4.03  0.27
H12 -0.44 -0.17 -2.69  0.45
H13 -1.90 0.53 -2.96  0.43
O1 -3.03 1.12 -0.61  -0.21
O2 -4.24 0.87 -0.80  0.06
O3 0.38 0.11 -0.10  -0.55
C5 0.81 -1.43 0.41  0.23
C6 0.98 -2.15 -0.88  -0.33
C7 0.60 -3.43 -1.15  -0.18
C8 1.01 -3.87 -2.43  -0.23
C9 1.67 -2.91 -3.13  -0.35
S1 1.85 -1.46 -2.22  0.44
C10 1.99 -1.21 1.22  -0.33
C11 3.28 -1.61 0.95  -0.12
C12 4.20 -1.19 1.94  -0.23
C13 3.61 -0.45 2.92  -0.31
S2 1.92 -0.28 2.69  0.43
C14 -0.43 -1.84 1.13  -0.24
C15 -0.71 -2.20 2.39  -0.14
C16 -2.12 -2.21 2.69  -0.19
C17 -2.89 -1.79 1.68  -0.35
S3 -1.92 -1.60 0.22  0.52
H14 0.09 -4.07 -0.44  0.25
H15 0.81 -4.86 -2.82  0.27
H16 2.08 -2.96 -4.13  0.28
H17 3.55 -2.21 0.10  0.26
H18 5.25 -1.42 1.92  0.28
H19 4.07 0.00 3.79  0.28
H20 0.05 -2.44 3.13  0.28
H21 -2.52 -2.51 3.65  0.29
H22 -3.97 -1.74 1.60  0.29

***

[3]
Below is an isolated molecule of C17H22N4O4 at a distorted geometry, with properties calculated with ωB97M-V with the def2-TZVPD basis set.

Values from the calculation:
Energy above the lowest of the compared OMol25 structures with the same formula, charge and spin = 324.2 kJ/mol
Highest occupied orbital energy = -8.80 eV
Max |F| = 1.23 eV Å⁻¹
Gap between HOMO and LUMO = 9.31 eV
SMILES string = COc1ccc(C(=O)N/N=C(\C)CC(=O)N2CCN(C=O)CC2)cc1
E = -1180.99733 Ha
2S+1 = 1
Lowest unoccupied orbital energy = 0.51 eV

Last column: natural (NBO) charge in e.
Element x y z (Å)
C1 2.48 1.97 4.18  -0.25
O1 1.78 2.39 3.03  -0.49
C2 0.69 1.69 2.64  0.32
C3 0.02 2.17 1.51  -0.24
C4 -1.08 1.52 1.01  -0.15
C5 -1.56 0.36 1.64  -0.20
C6 -2.77 -0.35 1.19  0.67
O2 -3.58 -0.85 1.96  -0.59
N1 -3.00 -0.45 -0.16  -0.45
N2 -2.09 -0.11 -1.10  -0.26
C7 -2.35 -0.26 -2.33  0.26
C8 -3.64 -0.79 -2.90  -0.70
C9 -1.31 0.15 -3.33  -0.53
C10 -0.02 0.71 -2.74  0.71
O3 0.22 1.90 -2.79  -0.63
N3 0.88 -0.18 -2.26  -0.44
C11 0.64 -1.57 -1.93  -0.22
C12 0.70 -1.74 -0.40  -0.24
N4 1.96 -1.24 0.10  -0.44
C13 2.81 -2.05 0.75  0.54
O4 2.61 -3.21 1.01  -0.62
C14 2.24 0.13 -0.25  -0.22
C15 2.16 0.30 -1.77  -0.24
C16 -0.91 -0.10 2.78  -0.13
C17 0.21 0.54 3.28  -0.32
H1 2.89 0.97 4.05  0.18
H2 3.30 2.68 4.29  0.20
H3 1.85 2.00 5.07  0.18
H4 0.39 3.07 1.04  0.23
H5 -1.58 1.90 0.14  0.23
H6 -3.87 -0.90 -0.41  0.38
H7 -3.60 -0.81 -3.99  0.23
H8 -4.48 -0.16 -2.60  0.24
H9 -3.83 -1.80 -2.54  0.23
H10 -1.73 0.95 -3.95  0.25
H11 -1.08 -0.69 -4.00  0.23
H12 1.43 -2.18 -2.39  0.20
H13 -0.33 -1.90 -2.29  0.22
H14 -0.12 -1.17 0.05  0.22
H15 0.62 -2.79 -0.12  0.25
H16 3.74 -1.52 1.04  0.10
H17 1.49 0.78 0.22  0.22
H18 3.23 0.40 0.11  0.21
H19 2.95 -0.28 -2.25  0.19
H20 2.25 1.35 -2.04  0.25
H21 -1.30 -0.98 3.28  0.23
H22 0.70 0.14 4.15  0.23

***

[4]
Below is an isolated molecule of C17H22N4O5S2 at a distorted geometry, with properties calculated with ωB97M-V with the def2-TZVPD basis set.

Values from the calculation:
Highest occupied orbital energy = -8.24 eV
Max |F| = 1.63 eV Å⁻¹
Gap between HOMO and LUMO = 8.27 eV
SMILES string = COc1ccc(OCC(=O)Nc2nnc(S(=O)(=O)N3CCCCCC3)s2)cc1
E = -2052.55138 Ha
2S+1 = 1
Lowest unoccupied orbital energy = 0.02 eV

Last column: natural (NBO) charge in e.
Element x y z (Å)
C1 -4.59 -5.05 1.58  -0.25
O1 -3.30 -4.49 1.58  -0.49
C2 -2.98 -3.60 0.60  0.28
C3 -3.83 -3.18 -0.41  -0.31
C4 -3.40 -2.26 -1.36  -0.24
C5 -2.11 -1.76 -1.31  0.25
O2 -1.58 -0.83 -2.18  -0.50
C6 -2.42 -0.28 -3.16  -0.18
C7 -3.60 0.50 -2.61  0.68
O3 -4.70 0.51 -3.11  -0.57
N1 -3.36 1.19 -1.44  -0.65
C8 -2.14 1.35 -0.83  0.24
N2 -1.08 1.81 -1.41  -0.28
N3 -0.02 1.81 -0.63  -0.25
C9 -0.24 1.39 0.56  -0.29
S1 1.05 1.19 1.81  2.34
O4 1.08 -0.21 2.09  -0.93
O5 0.75 2.10 2.87  -0.92
N4 2.44 1.64 1.07  -0.68
C10 2.91 0.74 0.04  -0.23
C11 4.43 0.56 0.08  -0.40
C12 5.21 1.87 0.06  -0.41
C13 5.05 2.66 1.36  -0.40
C14 3.87 3.64 1.37  -0.40
C15 2.57 3.05 0.80  -0.23
S2 -1.87 0.91 0.87  0.43
C16 -1.25 -2.18 -0.29  -0.24
C17 -1.68 -3.08 0.65  -0.22
H1 -4.63 -5.72 2.44  0.20
H2 -5.37 -4.28 1.70  0.17
H3 -4.79 -5.62 0.67  0.18
H4 -4.84 -3.55 -0.48  0.22
H5 -4.09 -1.96 -2.13  0.22
H6 -1.78 0.42 -3.72  0.24
H7 -2.80 -1.03 -3.86  0.21
H8 -4.18 1.53 -0.96  0.43
H9 2.60 1.11 -0.95  0.20
H10 2.43 -0.22 0.22  0.23
H11 4.71 -0.05 -0.78  0.21
H12 4.69 0.01 0.99  0.20
H13 4.89 2.48 -0.79  0.20
H14 6.26 1.63 -0.08  0.21
H15 5.96 3.24 1.55  0.21
H16 4.93 1.96 2.18  0.20
H17 4.12 4.53 0.78  0.20
H18 3.70 3.95 2.40  0.21
H19 2.51 3.21 -0.28  0.20
H20 1.72 3.55 1.26  0.23
H21 -0.25 -1.78 -0.25  0.23
H22 -1.02 -3.40 1.44  0.23

***

[5]
Below is an isolated molecule of C17H22N4O6S at a distorted geometry, with properties calculated with ωB97M-V with the def2-TZVPD basis set.

Values from the calculation:
Energy above the lowest of the compared OMol25 structures with the same formula, charge and spin = 412.0 kJ/mol
Highest occupied orbital energy = -8.41 eV
Max |F| = 1.30 eV Å⁻¹
Gap between HOMO and LUMO = 8.89 eV
SMILES string = COC(=O)CSc1nnc(CNC(=O)c2cc(OC)c(OC)c(OC)c2)n1C
E = -1729.62604 Ha
2S+1 = 1
Lowest unoccupied orbital energy = 0.49 eV

Last column: natural (NBO) charge in e.
Element x y z (Å)
C1 -2.63 3.20 1.29  -0.26
O1 -1.42 3.54 1.96  -0.50
C2 -1.27 4.81 2.33  0.79
O2 -2.11 5.66 2.19  -0.59
C3 0.08 5.08 2.94  -0.63
S1 0.96 3.58 3.44  0.28
C4 1.50 3.08 1.87  0.18
N1 1.43 3.78 0.77  -0.34
N2 1.96 3.04 -0.21  -0.28
C5 2.35 1.90 0.29  0.30
C6 2.96 0.79 -0.49  -0.27
N3 1.96 -0.09 -1.05  -0.60
C7 1.59 -1.24 -0.43  0.67
O3 2.11 -1.60 0.62  -0.65
C8 0.54 -2.03 -1.12  -0.13
C9 0.24 -1.91 -2.46  -0.24
C10 -0.74 -2.71 -3.06  0.27
O4 -0.90 -2.46 -4.38  -0.50
C11 -1.67 -3.29 -5.22  -0.24
C12 -1.45 -3.64 -2.28  0.24
O5 -2.44 -4.37 -2.88  -0.53
C13 -2.57 -5.75 -2.56  -0.24
C14 -1.14 -3.75 -0.91  0.26
O6 -1.88 -4.64 -0.19  -0.51
C15 -1.58 -4.82 1.18  -0.25
C16 -0.15 -2.97 -0.35  -0.28
N4 2.07 1.87 1.63  -0.36
C17 2.34 0.83 2.59  -0.44
H1 -2.76 2.13 1.42  0.19
H2 -3.46 3.75 1.73  0.20
H3 -2.54 3.45 0.23  0.19
H4 -0.03 5.71 3.82  0.26
H5 0.70 5.58 2.20  0.29
H6 3.61 0.19 0.15  0.24
H7 3.54 1.23 -1.31  0.24
H8 1.42 0.26 -1.81  0.41
H9 0.77 -1.24 -3.12  0.22
H10 -2.73 -3.28 -4.94  0.19
H11 -1.55 -2.88 -6.22  0.19
H12 -1.30 -4.32 -5.21  0.17
H13 -3.17 -5.89 -1.66  0.19
H14 -3.09 -6.19 -3.41  0.19
H15 -1.60 -6.22 -2.43  0.18
H16 -2.27 -5.59 1.53  0.20
H17 -0.55 -5.17 1.32  0.18
H18 -1.74 -3.91 1.75  0.18
H19 0.11 -3.04 0.69  0.24
H20 3.32 0.98 3.04  0.20
H21 1.59 0.88 3.38  0.22
H22 2.31 -0.14 2.10  0.27

***

> Which of these has the lowest max |F|?

C17H22N2O4S

***

> The lowest max |F| belongs to which entry?

C17H22N2O4S

***

> Number 1 is which compound?

C17H22N2O4S

***

> What is the 2S+1 in the fifth record?

1